Record 1
C4H11NO | ωB97M-V/def2-TZVPD

Output
SMILES: C/C=C(/C)N.O

XYZ file:
```
17
Properties=species:S:1:pos:R:3:lowdin_charge:R:1
C -2.077 -0.587 -2.195 -0.1313
N -1.503 1.048 0.010 0.0755
C -0.698 -0.105 -0.191 -0.3848
C -0.860 -0.779 -1.368 -0.1529
C 0.626 -0.005 0.533 -0.0599
H -2.359 -1.356 -2.910 0.0656
H -2.938 -0.511 -1.504 0.0691
H -2.103 0.317 -2.802 0.0729
H -2.481 0.984 -0.194 0.0637
H -1.283 1.535 0.861 0.0695
H -0.238 -1.669 -1.393 0.0936
H 0.653 0.865 1.193 0.0671
H 1.461 -0.016 -0.160 0.0765
H 0.711 -0.806 1.278 0.0769
H 3.916 -0.156 2.579 0.0236
H 4.878 0.946 2.923 0.0386
O 4.296 0.293 3.340 -0.0637
```

---

Record 2
C4H11NO | ωB97M-V/def2-TZVPD

Output
SMILES: C1CCNC1.O

XYZ file:
```
17
Properties=species:S:1:pos:R:3:lowdin_charge:R:1
N -1.438 0.403 -1.430 -0.0847
C -1.616 1.312 -0.295 -0.2069
C -1.293 0.509 0.994 -0.1745
C -1.104 -0.933 0.519 -0.1967
C -1.571 -0.960 -0.966 -0.2308
H -0.595 0.541 -1.963 0.0963
H -2.649 1.645 -0.310 0.0973
H -0.960 2.171 -0.455 0.1072
H -2.162 0.531 1.643 0.0947
H -0.421 0.877 1.531 0.0976
H -1.675 -1.598 1.188 0.0987
H -0.117 -1.399 0.596 0.0953
H -2.619 -1.276 -0.972 0.1004
H -1.043 -1.775 -1.458 0.1063
H 6.370 0.150 -0.278 0.0354
H 6.674 0.189 1.141 0.0317
O 6.219 -0.387 0.515 -0.0671
```

---

Electronic energy values (in a.u.) by entry order: -288.95887; -288.97272.
E_HOMO values (in eV) by entry order: -7.785; -8.562.
Relative energy (zero: lowest compared OMol25 entry of this formula, charge and spin) values (in kcal/mol) by entry order: 36.49; 27.80.